Entry 1:
C15H16F4N2 | ωB97M-V with the def2-TZVPD basis set

structure (SMILES) = CC1(C)CCc2cc3c(cc2N1)N[C@@H](F)C=C3C(F)(F)F
Kohn-Sham gap = 7.5 eV
LUMO energy = 0.17 eV
HOMO = -7.4 eV
relative energy (zero: lowest compared OMol25 entry of this formula, charge and spin) = 0.156 eV

Geometry as ORCA input:
```
! wB97M-V def2-TZVPD RIJCOSX def2/J DEFGRID3
* xyz 0 1
F -4.276 1.261 -1.183
F -4.455 -0.581 0.045
F -5.538 1.179 0.568
F -2.352 2.969 3.958
C -3.179 1.168 0.932
C -3.282 1.869 2.236
C 0.499 0.467 1.451
C -1.404 -0.026 -0.614
C -1.832 0.630 0.583
C -0.753 1.084 1.436
C 0.780 -0.341 0.309
C -0.125 -0.532 -0.777
N -0.953 2.065 2.383
N 2.030 -0.833 0.220
C -4.414 0.778 0.084
C -2.125 1.858 3.152
C 2.948 0.189 -1.693
C 3.947 -1.898 -1.028
C 0.322 -1.370 -1.998
C 1.593 -2.040 -1.778
C 2.576 -1.112 -1.073
H -4.239 2.171 2.660
H 1.268 0.688 2.256
H -2.146 -0.274 -1.325
H -0.807 2.984 2.022
H 2.584 -0.506 0.977
H -2.037 0.979 3.671
H 3.740 0.724 -1.161
H 2.047 0.863 -1.704
H 3.202 0.045 -2.752
H 3.911 -2.738 -1.775
H 4.171 -2.252 0.026
H 4.811 -1.250 -1.323
H -0.445 -2.087 -2.162
H 0.360 -0.741 -2.835
H 1.621 -2.968 -1.078
H 1.953 -2.423 -2.713
*
```

Partial atomic charges computed with the Mulliken method, in multiples of e:
1 F -0.2628
2 F -0.2602
3 F -0.2734
4 F -0.3605
5 C 0.2884
6 C -0.9190
7 C -0.9324
8 C -1.2076
9 C 0.2314
10 C -0.4003
11 C 0.9788
12 C 0.6911
13 N -0.2625
14 N -0.2646
15 C 0.9091
16 C 0.2048
17 C -1.9411
18 C -1.5663
19 C -1.4251
20 C -1.0757
21 C 1.6903
22 H 0.3964
23 H 0.2202
24 H 0.5316
25 H 0.3054
26 H 0.2805
27 H 0.3363
28 H 0.4815
29 H 0.3627
30 H 0.3960
31 H 0.3146
32 H 0.3500
33 H 0.3612
34 H 0.5120
35 H 0.3975
36 H 0.4201
37 H 0.4916


Entry 2:
C15H16F4N2 | ωB97M-V with the def2-TZVPD basis set

structure (SMILES) = CC1(C)CCc2cc3c(cc2N1)N[C@@H](F)C=C3C(F)(F)F
Kohn-Sham gap = 8.3 eV
LUMO energy = 0.56 eV
HOMO = -7.8 eV
relative energy (zero: lowest compared OMol25 entry of this formula, charge and spin) = 0.000 eV

Geometry as ORCA input:
```
! wB97M-V def2-TZVPD RIJCOSX def2/J DEFGRID3
* xyz 0 1
F 2.215 -1.072 -3.538
F 3.661 -1.995 -1.891
F 3.068 -3.137 -3.642
F -0.725 -5.389 -1.260
C 1.438 -2.575 -1.901
C 0.980 -3.867 -1.829
C -1.476 -0.900 -0.118
C 1.070 -0.203 -0.893
C 0.603 -1.517 -1.247
C -0.710 -1.820 -0.834
C -0.913 0.342 0.278
C 0.370 0.650 -0.238
N -1.164 -3.183 -0.836
N -1.613 1.234 1.039
C 2.600 -2.163 -2.793
C -0.176 -4.198 -0.873
C -1.749 3.741 1.298
C -1.016 2.185 3.131
C 0.972 2.046 -0.047
C 0.498 2.633 1.297
C -0.980 2.493 1.624
H 1.589 -4.689 -2.328
H -2.457 -1.122 0.193
H 2.127 0.039 -1.140
H -2.120 -3.446 -0.913
H -2.415 1.515 0.411
H 0.261 -4.519 0.027
H -2.782 3.561 1.135
H -1.230 4.308 0.507
H -1.765 4.444 2.156
H -0.369 1.268 3.317
H -1.971 1.898 3.551
H -0.520 3.034 3.742
H 2.062 1.992 -0.063
H 0.812 2.662 -0.877
H 1.067 2.093 1.986
H 0.759 3.658 1.570
*
```

Partial atomic charges computed with the Mulliken method, in multiples of e:
1 F -0.2289
2 F -0.2479
3 F -0.2899
4 F -0.3520
5 C 0.3376
6 C -0.8141
7 C -0.7855
8 C -0.6485
9 C 0.3837
10 C 0.0151
11 C -0.1619
12 C 0.9024
13 N -0.1833
14 N -0.4205
15 C 0.7638
16 C 0.2426
17 C -1.7083
18 C -1.7287
19 C -1.3014
20 C -1.6412
21 C 1.7427
22 H 0.3416
23 H 0.4690
24 H 0.3029
25 H 0.2473
26 H 0.3181
27 H 0.1650
28 H 0.4718
29 H 0.3758
30 H 0.3512
31 H 0.3695
32 H 0.3939
33 H 0.3433
34 H 0.4172
35 H 0.5204
36 H 0.5172
37 H 0.5198


Entry 3:
C15H16IrN7O3S2 | ωB97M-V with the def2-TZVPD basis set

Kohn-Sham gap (alpha / beta) = 8.8 / 6.0 eV
LUMO energy (alpha / beta) = -6.00 / -8.91 eV
expectation value of S² = 6.011
HOMO (alpha / beta) = -14.8 / -14.9 eV
relative energy (zero: lowest compared OMol25 entry of this formula, charge and spin) = 0.000 eV

Geometry as ORCA input:
```
! wB97M-V def2-TZVPD RIJCOSX def2/J DEFGRID3
* xyz 2 5
Ir 0.837 -0.038 0.517
N 1.015 -3.491 -1.886
C -0.317 -3.727 -1.618
C -0.698 -2.775 -0.728
N 0.387 -1.974 -0.451
C 1.401 -2.424 -1.176
C 2.657 -1.702 -1.124
N 2.726 -0.627 -0.352
C 3.969 -0.063 -0.529
C 4.660 -0.833 -1.409
N 3.816 -1.862 -1.772
H 1.572 -4.029 -2.532
H -0.864 -4.535 -2.073
H -1.669 -2.603 -0.297
H 4.274 0.840 -0.029
H 5.659 -0.738 -1.799
H 4.052 -2.584 -2.435
O -1.904 1.467 1.265
C -1.329 2.025 0.355
N -0.101 1.576 -0.153
S 0.485 2.506 -1.451
O 1.718 3.092 -1.034
O 0.455 1.664 -2.607
C -0.874 3.619 -1.376
C -1.082 4.739 -2.150
C -2.239 5.470 -1.901
C -3.144 5.085 -0.915
C -2.917 3.953 -0.142
C -1.765 3.225 -0.379
H -0.383 5.042 -2.918
H -2.434 6.357 -2.489
H -4.030 5.679 -0.744
H -3.606 3.641 0.632
C -1.134 -3.744 3.576
N -0.154 -2.676 3.387
C -0.462 -1.445 3.038
N -1.710 -1.072 2.861
S 0.828 -0.247 2.889
H -0.603 -4.668 3.780
H -1.732 -3.877 2.673
H -1.790 -3.530 4.421
H 0.817 -2.862 3.588
H -2.482 -1.702 3.020
H -1.906 -0.150 2.468
*
```

Partial atomic charges computed with the Mulliken method, in multiples of e:
1 Ir 1.6834
2 N -0.0743
3 C -0.6623
4 C -0.3935
5 N -0.5445
6 C 0.1944
7 C 0.5628
8 N -0.2035
9 C -0.4285
10 C -0.4041
11 N -0.0966
12 H 0.1925
13 H 0.4127
14 H 0.5281
15 H 0.4646
16 H 0.4227
17 H 0.1973
18 O -0.7490
19 C 0.8724
20 N -0.3392
21 S 1.0166
22 O -0.5793
23 O -0.6160
24 C 0.4929
25 C -0.6300
26 C -0.5000
27 C -0.5811
28 C -0.5280
29 C -0.1092
30 H 0.4639
31 H 0.4232
32 H 0.4185
33 H 0.4908
34 C -1.0101
35 N -0.0965
36 C 0.5156
37 N -0.2257
38 S -0.3519
39 H 0.3431
40 H 0.3362
41 H 0.3635
42 H 0.2732
43 H 0.2242
44 H 0.2306


Entry 4:
C15H16N5O4PdS2 | ωB97M-V with the def2-TZVPD basis set

Kohn-Sham gap = 7.2 eV
LUMO energy = -3.69 eV
HOMO = -10.9 eV
relative energy (zero: lowest compared OMol25 entry of this formula, charge and spin) = 1.396 eV

Geometry as ORCA input:
```
! wB97M-V def2-TZVPD RIJCOSX def2/J DEFGRID3
* xyz 1 1
Pd -0.002 -0.685 -0.362
C 0.924 -4.736 2.836
S -0.788 -4.246 2.586
C -0.672 -3.013 1.371
S 0.837 -2.595 0.642
N -1.822 -2.496 1.043
N -1.645 -1.569 0.017
C -2.707 -1.177 -0.580
C -2.567 -0.258 -1.725
C -3.641 0.131 -2.500
C -3.386 0.904 -3.628
C -2.080 1.238 -3.938
C -1.056 0.822 -3.097
N -1.292 0.097 -2.009
H 0.879 -5.496 3.614
H 1.531 -3.904 3.183
H 1.354 -5.174 1.939
H -3.659 -1.587 -0.268
H -4.645 -0.174 -2.239
H -4.203 1.224 -4.261
H -1.846 1.817 -4.820
H -0.020 1.059 -3.297
C 4.575 2.843 1.111
N 3.365 2.109 1.500
C 3.108 1.809 2.826
C 2.013 1.138 3.189
C 1.070 0.680 2.174
O 0.093 0.014 2.395
N 1.366 1.060 0.843
C 2.444 1.708 0.605
O 2.737 2.165 -0.650
H 5.198 2.936 1.995
H 4.321 3.835 0.745
H 5.121 2.295 0.348
H 3.851 2.162 3.525
H 1.817 0.908 4.225
C 2.230 3.761 -2.708
O 2.013 2.327 -2.758
C 2.190 1.525 -1.741
O 1.966 0.352 -1.778
H 1.255 4.237 -2.664
H 2.735 4.013 -3.634
H 2.835 4.040 -1.854
*
```

Partial atomic charges computed with the Mulliken method, in multiples of e:
1 Pd 0.3982
2 C -0.9046
3 S 0.0164
4 C 0.5998
5 S -0.2474
6 N -1.1234
7 N 0.6290
8 C -0.7229
9 C 1.0783
10 C -0.8119
11 C -0.1843
12 C -0.8897
13 C -0.2465
14 N -0.1326
15 H 0.3394
16 H 0.3238
17 H 0.3337
18 H 0.4128
19 H 0.4025
20 H 0.4423
21 H 0.3918
22 H 0.6148
23 C -0.7704
24 N 0.1235
25 C 0.0809
26 C -0.8150
27 C 0.5804
28 O -0.5139
29 N -0.3300
30 C 0.3720
31 O -0.3385
32 H 0.3041
33 H 0.2710
34 H 0.2963
35 H 0.3269
36 H 0.4300
37 C -0.5822
38 O -0.2999
39 C 0.8497
40 O -0.5073
41 H 0.2757
42 H 0.2758
43 H 0.2513


Entry 5:
C15H16N6OS2 | ωB97M-V with the def2-TZVPD basis set

structure (SMILES) = Cc1nnc(NC(=O)CSc2nnc(C)n2Cc2ccccc2)s1
Kohn-Sham gap = 9.3 eV
LUMO energy = 0.46 eV
HOMO = -8.9 eV
relative energy (zero: lowest compared OMol25 entry of this formula, charge and spin) = 0.000 eV

Geometry as ORCA input:
```
! wB97M-V def2-TZVPD RIJCOSX def2/J DEFGRID3
* xyz 0 1
C -3.804 -1.122 -3.909
C -3.306 -0.418 -2.708
N -2.465 0.551 -2.732
N -2.150 1.038 -1.537
C -2.756 0.435 -0.571
N -2.559 0.733 0.748
C -3.008 -0.083 1.744
O -3.751 -1.017 1.545
C -2.428 0.249 3.101
H -2.972 -0.280 3.882
H -2.379 1.319 3.293
S -0.719 -0.397 3.152
C 0.081 0.906 2.319
N -0.456 2.058 2.003
N 0.492 2.789 1.388
C 1.581 2.084 1.326
N 1.381 0.860 1.917
C 2.251 -0.286 1.886
C 2.351 -0.837 0.481
C 3.573 -1.259 -0.023
C 3.664 -1.752 -1.314
C 2.537 -1.813 -2.116
C 1.315 -1.392 -1.620
C 1.222 -0.913 -0.326
H 0.262 -0.588 0.049
H 0.433 -1.428 -2.240
H 2.612 -2.186 -3.126
H 4.620 -2.079 -1.695
H 4.457 -1.203 0.597
H 1.832 -1.040 2.561
H 3.240 0.002 2.253
C 2.860 2.500 0.716
H 3.117 1.834 -0.107
H 3.663 2.468 1.452
H 2.754 3.513 0.342
H -1.930 1.513 0.974
S -3.821 -0.858 -1.079
H -3.580 -2.186 -3.844
H -3.330 -0.703 -4.792
H -4.884 -1.009 -3.989
*
```

Partial atomic charges computed with the Mulliken method, in multiples of e:
1 C -1.1019
2 C 0.7092
3 N -0.5771
4 N -0.2690
5 C 0.2354
6 N -0.0518
7 C 0.6414
8 O -0.6448
9 C -0.7287
10 H 0.4378
11 H 0.3684
12 S -0.1643
13 C 0.5923
14 N -0.3697
15 N -0.9723
16 C 0.9655
17 N 0.1694
18 C -1.3745
19 C 0.6015
20 C -0.4630
21 C -0.6093
22 C -0.4763
23 C -0.6171
24 C 0.2019
25 H 0.2144
26 H 0.4787
27 H 0.3944
28 H 0.3814
29 H 0.3604
30 H 0.4803
31 H 0.3880
32 C -1.2448
33 H 0.2883
34 H 0.2976
35 H 0.3449
36 H 0.3285
37 S -0.1278
38 H 0.3031
39 H 0.2872
40 H 0.3227


Entry 6:
C15H17AgNO4 | ωB97M-V with the def2-TZVPD basis set

Kohn-Sham gap (alpha / beta) = 6.5 / 4.9 eV
LUMO energy (alpha / beta) = -8.27 / -9.86 eV
expectation value of S² = 0.758
HOMO (alpha / beta) = -14.8 / -14.8 eV

Geometry as ORCA input:
```
! wB97M-V def2-TZVPD RIJCOSX def2/J DEFGRID3
* xyz 2 2
C -0.814 -2.719 -1.821
O 0.407 -2.280 -2.481
C 0.302 -0.873 -2.837
C 1.675 -0.125 -2.854
C 2.510 -0.221 -1.522
C 1.765 0.231 -0.219
C 0.571 1.119 -0.214
C -0.133 1.502 1.028
C -1.402 2.400 1.035
C -2.530 1.454 0.235
C -3.883 1.084 1.160
O -3.790 2.092 -0.054
C 0.389 0.974 2.274
C 1.603 0.123 2.291
C 2.300 -0.260 1.079
C 1.861 -0.179 3.815
O 2.866 -0.362 4.403
N 0.486 -0.111 4.364
C -0.079 1.116 3.767
O -0.739 1.944 4.301
H -0.757 -3.831 -1.666
H -1.731 -2.524 -2.436
H -0.915 -2.218 -0.822
H -0.482 -0.416 -2.182
H -0.111 -0.809 -3.891
H 2.291 -0.620 -3.666
H 1.572 0.948 -3.182
H 3.507 0.299 -1.614
H 2.760 -1.313 -1.371
H 0.241 1.485 -1.220
H -1.322 3.313 0.394
H -1.836 2.587 2.046
H -2.126 0.635 -0.476
H -3.680 -0.016 0.873
H -4.960 1.003 0.842
H 3.196 -0.915 1.163
H 0.056 -0.850 3.783
Ag 0.932 -3.670 -4.327
*
```

Partial atomic charges computed with the Mulliken method, in multiples of e:
1 C -0.7213
2 O -0.2474
3 C 0.3310
4 C -0.8890
5 C -0.7493
6 C 0.4673
7 C -0.3217
8 C 0.2848
9 C -0.8389
10 C 0.6868
11 C -0.7116
12 O -0.2458
13 C 0.2267
14 C 0.2056
15 C -1.1494
16 C 0.0915
17 O -0.3897
18 N -0.4373
19 C 0.0519
20 O -0.4389
21 H 0.3034
22 H 0.3773
23 H 0.1995
24 H -0.2946
25 H 0.3542
26 H 0.3437
27 H 0.3811
28 H 0.4669
29 H 0.3119
30 H 0.7785
31 H 0.3790
32 H 0.4993
33 H 0.1382
34 H 0.3857
35 H 0.4683
36 H 0.4618
37 H 0.3842
38 Ag 0.8561